No. 1
{"formula": "C5H15NSi", "method": "ωB97M-V/def2-TZVPD", "elements": ["N", "C", "C", "C", "C", "C", "Si", "H", "H", "H", "H", "H", "H", "H", "H", "H", "H", "H", "H", "H", "H", "H"], "coordinates": [[-2.7633, -1.0792, 0.6447], [-1.9949, -1.3017, -0.5867], [-0.5908, -1.8154, -0.2916], [0.3571, -0.7474, 0.2508], [0.8933, 0.2000, -0.8203], [2.0270, 1.0934, -0.3010], [1.4220, 2.4832, 0.8213], [-3.2501, -0.1918, 0.6390], [-2.1559, -1.0793, 1.4550], [-2.5226, -2.0336, -1.2038], [-1.9248, -0.3839, -1.1815], [-0.6742, -2.6419, 0.4219], [-0.1737, -2.2417, -1.2090], [-0.1706, -0.1525, 1.0071], [1.1989, -1.2178, 0.7679], [0.0743, 0.8281, -1.1836], [1.2373, -0.3806, -1.6820], [2.5467, 1.5603, -1.1415], [2.7657, 0.4810, 0.2230], [2.0263, 2.4319, 2.1724], [-0.0497, 2.3873, 0.9816], [1.7219, 3.8016, 0.2163]], "atomic_forces_ev_per_a": [[0.045, 0.061, 0.059], [-0.052, 0.084, -0.006], [-0.042, -0.073, -0.044], [-0.048, 0.105, 0.066], [-0.047, -0.031, -0.009], [-0.056, 0.056, -0.022], [-0.039, -0.024, 0.025], [0.032, -0.092, -0.025], [-0.039, 0.029, -0.037], [0.021, -0.003, 0.000], [-0.006, -0.017, -0.002], [-0.009, 0.014, -0.014], [0.035, -0.001, 0.041], [0.090, -0.047, 0.056], [-0.001, -0.039, -0.075], [-0.003, -0.019, -0.085], [0.042, -0.038, 0.055], [0.019, -0.018, 0.019], [0.018, 0.027, -0.019], [0.019, 0.015, -0.024], [0.006, 0.011, -0.003], [0.016, -0.001, 0.045]], "mulliken_charge": [-0.610, -0.363, -0.934, -0.269, -0.591, -0.887, 0.442, 0.247, 0.250, 0.298, 0.204, 0.363, 0.377, 0.139, 0.386, 0.264, 0.331, 0.380, 0.395, -0.132, -0.139, -0.152], "homo_ha": -0.337, "lumo_ev": 1.1, "smiles": "NCCCCC[SiH3]", "spin_multiplicity": 1, "charge": 0}

---

No. 2
{"formula": "C5H15NSi", "method": "ωB97M-V/def2-TZVPD", "elements": ["C", "C", "C", "C", "C", "N", "Si", "H", "H", "H", "H", "H", "H", "H", "H", "H", "H", "H", "H", "H", "H", "H"], "coordinates": [[-2.1080, -0.4651, -1.8737], [1.5972, -2.4755, 0.4472], [2.4649, -0.5102, 1.1587], [-0.3502, 2.1536, 0.1684], [-2.6554, 0.3086, -0.6607], [1.4954, -1.0363, 0.2502], [-1.2922, 0.5616, 0.5377], [-1.1316, -0.1236, -1.9998], [-2.0044, -1.5149, -1.4807], [-2.7958, -0.3983, -2.7067], [0.8956, -2.9315, -0.2202], [2.5971, -2.8315, 0.1889], [1.5170, -2.7398, 1.4782], [3.4887, -0.3639, 0.6773], [2.1367, 0.3779, 1.6565], [2.9327, -1.1774, 1.9843], [0.6229, 2.1926, 0.3975], [-0.4464, 2.4021, -0.8765], [-0.6830, 2.9828, 0.8714], [-3.3125, -0.4267, -0.0808], [-3.2103, 1.2335, -1.0602], [-1.2021, -0.4360, 1.6173]], "atomic_forces_ev_per_a": [[-1.258, -1.605, 1.890], [-0.159, 0.696, -1.349], [2.711, -0.448, 0.912], [-3.245, 0.659, 1.427], [-1.795, -0.385, -0.056], [1.007, -0.806, 0.806], [0.607, 0.566, 0.058], [1.593, 0.519, -1.316], [-0.082, 0.702, -0.978], [0.285, -0.159, -0.421], [-0.512, -0.756, -0.022], [0.273, 0.123, -0.318], [-0.643, -0.358, 0.833], [-1.325, 0.585, -0.276], [-0.043, 0.864, 0.011], [-1.571, 0.313, -0.754], [4.023, -0.612, 0.609], [-0.374, 0.233, -0.256], [-0.355, -0.656, -1.227], [0.067, 1.386, -0.895], [0.643, -1.260, 1.185], [0.152, 0.400, 0.135]], "mulliken_charge": [-1.023, -0.964, -0.848, -1.091, -0.334, -0.169, 0.077, 0.302, 0.269, 0.325, 0.279, 0.380, 0.375, 0.298, 0.279, 0.295, 0.394, 0.334, 0.321, 0.258, 0.332, -0.090], "homo_ha": [-0.330, -0.210], "lumo_ev": [0.5, -0.1], "spin_multiplicity": 1, "charge": 0}

---

No. 3
{"formula": "C5H16AgF2N2O9S2", "method": "ωB97M-V/def2-TZVPD", "elements": ["N", "H", "H", "H", "H", "Ag", "N", "S", "O", "O", "F", "S", "O", "O", "F", "C", "O", "O", "O", "C", "C", "O", "H", "H", "H", "H", "H", "H", "C", "C", "O", "H", "H", "H", "H", "H", "H"], "coordinates": [[-27.1609, 23.6069, 27.3709], [-26.1659, 23.5892, 27.6672], [-27.4427, 24.6366, 27.3831], [-27.7771, 23.2641, 28.1065], [-27.3118, 23.1009, 26.5080], [-24.5772, 25.7715, 28.0944], [-24.5693, 23.4432, 28.5624], [-24.5724, 22.6053, 29.8826], [-23.4352, 22.6775, 30.7608], [-25.3995, 21.4203, 29.8746], [-25.5406, 23.5977, 30.7344], [-23.3249, 22.5538, 27.8342], [-23.3211, 21.1334, 27.6334], [-22.1257, 23.3161, 27.9487], [-23.8016, 23.0188, 26.3574], [-27.4266, 26.9565, 27.5146], [-27.6159, 25.6695, 27.4659], [-28.3624, 27.8109, 27.5301], [-26.2104, 27.4331, 27.5290], [-23.9479, 24.9947, 23.8913], [-25.0292, 25.6124, 24.8196], [-24.2718, 26.3159, 25.7994], [-24.2526, 23.9890, 23.6037], [-22.9600, 24.9205, 24.3458], [-23.7610, 25.7425, 23.1191], [-25.6445, 24.8864, 25.3586], [-25.6879, 26.2848, 24.2691], [-24.8678, 27.0194, 26.1470], [-21.9642, 26.0157, 31.3504], [-21.5123, 26.6509, 30.0256], [-22.3281, 26.1763, 28.9824], [-21.2819, 26.3924, 32.1126], [-21.9830, 24.9437, 31.1643], [-22.9733, 26.3889, 31.5268], [-20.4653, 26.3661, 29.8762], [-21.5139, 27.7418, 30.0495], [-21.9217, 25.3838, 28.6115]], "atomic_forces_ev_per_a": [[1.241, -6.168, 0.322], [-0.957, -0.487, -0.225], [0.298, 1.008, -0.845], [0.429, -0.526, -0.099], [0.068, -0.149, 0.100], [-0.766, 0.693, 0.356], [2.430, -2.424, -0.725], [-4.111, 0.136, 6.519], [0.560, -0.668, -1.585], [1.339, 0.529, -0.784], [0.033, 0.088, -0.901], [0.122, 2.180, -5.139], [-0.249, 0.919, 1.664], [0.590, -0.596, 0.868], [-0.154, -0.123, 0.298], [-1.130, 3.147, -0.066], [-1.689, 5.737, 0.582], [0.535, -1.911, -0.059], [1.629, -1.403, 0.114], [-0.650, 0.460, 0.417], [1.455, -0.578, 0.236], [-0.390, 1.203, -0.066], [0.103, 0.215, -0.731], [-0.324, -0.165, 0.693], [-0.300, -0.575, -0.651], [-0.049, -0.225, -0.395], [-0.001, 0.009, 0.016], [-0.067, -0.086, 0.156], [-0.022, 1.210, -1.206], [0.513, -0.422, 1.033], [0.041, 0.010, -0.815], [-0.106, -0.536, 0.351], [0.107, -0.088, 0.635], [-0.050, -0.256, 0.330], [-0.013, -0.030, -0.331], [-0.375, -0.014, -0.066], [-0.091, -0.115, -0.003]], "mulliken_charge": [-0.379, 0.155, 0.635, 0.353, 0.316, 0.824, -0.227, 0.904, -0.563, -0.632, -0.348, 0.945, -0.551, -0.614, -0.238, 0.567, -0.635, -0.766, -0.817, -1.366, 0.303, -0.640, 0.332, 0.292, 0.395, -0.188, 0.449, 0.472, -0.831, -0.394, -0.333, 0.383, 0.181, 0.209, 0.276, 0.326, 0.206], "homo_ha": -0.155, "lumo_ev": 2.2, "spin_multiplicity": 1, "charge": -1}

---

No. 4
{"formula": "C5H16BClN2O6Si", "method": "ωB97M-V/def2-TZVPD", "elements": ["C", "C", "O", "Si", "Cl", "B", "C", "O", "H", "H", "H", "H", "H", "H", "H", "H", "H", "H", "C", "N", "O", "O", "H", "H", "H", "C", "N", "O", "O", "H", "H", "H"], "coordinates": [[0.8872, -0.0348, 0.5316], [0.0585, 1.3881, 0.8269], [-0.7737, 1.8107, -0.3102], [-2.4435, 1.2899, -0.1546], [-3.6633, 2.7866, 0.8471], [-2.7053, -0.3609, 0.8103], [-2.8956, -0.2397, 2.4695], [-2.7746, -1.6944, 0.1470], [1.1334, -0.5171, 1.5695], [0.1767, -0.7731, -0.0781], [1.8516, 0.2669, -0.0934], [-0.4915, 1.3839, 1.8670], [0.9188, 2.2096, 0.9283], [-2.9710, 1.1560, -1.5228], [-2.2933, 0.6914, 2.8819], [-4.0440, -0.0106, 2.6994], [-2.5876, -1.2143, 3.0394], [-1.9670, -1.8210, -0.4553], [0.9494, -4.2708, 0.1091], [1.4220, -3.0325, -0.5668], [2.2556, -2.3435, 0.0326], [0.9428, -2.7872, -1.6801], [1.4516, -4.3600, 1.0746], [-0.1306, -4.1815, 0.2429], [1.2013, -5.1151, -0.5361], [1.8597, 2.7765, -2.5195], [2.9905, 2.8897, -1.5593], [3.6650, 3.9254, -1.5988], [3.1691, 1.9358, -0.7930], [1.8207, 3.6825, -3.1279], [2.0442, 1.9001, -3.1441], [0.9429, 2.6634, -1.9372]], "atomic_forces_ev_per_a": [[-1.033, 1.090, 0.007], [2.377, 0.234, 0.590], [-1.754, -1.386, 1.643], [1.481, 2.493, -0.999], [0.971, -1.008, -0.684], [-0.189, -3.627, 1.974], [-0.622, 0.045, 0.030], [2.217, 2.491, 0.691], [-0.238, 0.910, -2.094], [1.606, 1.627, 1.217], [-2.269, -1.069, 1.451], [0.758, -0.105, -2.171], [-1.975, -1.665, -0.154], [0.052, 0.360, -0.087], [-1.286, -1.925, -0.774], [2.380, -0.482, -0.393], [-0.613, 1.838, -1.045], [-2.031, 0.469, 0.821], [0.035, -0.159, 0.290], [0.726, 0.857, -0.189], [-1.148, -1.193, -1.213], [0.626, -0.118, 1.468], [-0.076, 0.137, -0.285], [0.162, -0.066, -0.146], [-0.168, 0.200, 0.039], [-0.175, 0.174, -0.243], [0.847, 0.366, 0.499], [-0.845, -1.646, 0.287], [-0.013, 1.451, -0.956], [0.138, -0.196, 0.231], [-0.075, 0.067, 0.235], [0.133, -0.163, -0.039]], "mulliken_charge": [-0.321, -0.268, -0.224, 0.335, -0.322, 0.634, -0.839, -0.593, 0.306, -0.268, 0.372, 0.094, 0.267, -0.150, 0.237, 0.263, 0.219, 0.295, -0.712, 0.825, -0.465, -0.496, 0.300, 0.255, 0.301, -0.578, 0.852, -0.530, -0.521, 0.321, 0.268, 0.146], "homo_ha": -0.369, "lumo_ev": -0.3, "smiles": "CCO[Si@H](Cl)B(C)O.C[N+](=O)[O-].C[N+](=O)[O-]", "spin_multiplicity": 1, "charge": 0}

---

No. 5
{"formula": "C5H16BrNNbO3", "method": "ωB97M-V/def2-TZVPD", "elements": ["C", "C", "C", "O", "C", "Nb", "Br", "H", "H", "H", "H", "H", "H", "H", "H", "H", "H", "H", "H", "H", "C", "N", "O", "O", "H", "H", "H"], "coordinates": [[4.9107, -1.3029, -0.8069], [4.3678, 0.1879, -1.2189], [2.8178, 0.5086, -0.7935], [1.8583, -0.5822, -1.0999], [0.6941, -0.2579, -0.2104], [-1.2823, -1.1560, -0.9336], [-2.3039, -1.1578, 1.5527], [6.0723, -1.2644, -0.5393], [4.7751, -2.1213, -1.6323], [4.3739, -1.6421, 0.2033], [5.0504, 0.9780, -0.6416], [4.6036, 0.3470, -2.3691], [2.4948, 1.5205, -1.2846], [2.7399, 0.6721, 0.3862], [0.9931, -0.5904, 0.8915], [0.6040, 0.9247, -0.2067], [-0.6726, -2.8567, -0.7541], [-2.9214, -1.7216, -1.5004], [-1.8997, 0.5675, -1.1640], [-0.7260, -1.1696, -2.6618], [-5.8091, 1.6310, 2.3294], [-4.4709, 1.2112, 1.8325], [-3.8701, 1.9976, 1.0912], [-4.0616, 0.1040, 2.2006], [-6.0405, 2.6202, 1.9282], [-6.5359, 0.8941, 1.9816], [-5.7619, 1.6586, 3.4199]], "atomic_forces_ev_per_a": [[0.291, 0.013, 1.098], [0.720, 0.012, -0.003], [0.643, -0.340, 0.469], [0.749, 2.666, 1.500], [1.011, 1.057, 0.459], [-0.288, 0.190, 3.095], [3.681, -2.473, -2.542], [-2.426, 0.013, -0.715], [-0.009, 1.689, 1.618], [1.043, 0.593, -2.341], [-1.546, -1.580, -1.203], [-0.804, -0.242, 2.309], [0.433, -1.805, 0.712], [0.579, -0.304, -2.385], [-0.643, 0.693, -1.990], [0.016, -2.180, 0.237], [0.216, -0.619, -0.723], [-0.246, 0.139, -0.417], [-0.063, 0.121, -0.809], [-0.216, -0.121, 0.369], [-0.305, 0.259, -0.135], [0.850, -0.168, -0.419], [-0.701, -1.132, 1.129], [-3.281, 3.857, 0.685], [0.137, -0.241, 0.039], [0.169, 0.053, 0.170], [-0.011, -0.151, -0.208]], "mulliken_charge": [-0.835, -0.403, -0.456, -0.319, -0.450, -0.622, -0.240, 0.280, 0.226, 0.228, 0.248, 0.255, 0.255, 0.308, 0.216, 0.265, -0.003, 0.043, 0.031, 0.020, -0.740, 0.882, -0.488, -0.539, 0.287, 0.277, 0.274], "homo_ha": -0.163, "lumo_ev": 2.6, "spin_multiplicity": 1, "charge": -1}

---

No. 6
{"formula": "C5H16CrF6N7O9S2", "method": "ωB97M-V/def2-TZVPD", "elements": ["Cr", "C", "F", "F", "F", "S", "O", "O", "N", "S", "O", "O", "C", "F", "F", "F", "C", "O", "N", "N", "H", "H", "H", "H", "C", "O", "N", "N", "H", "H", "H", "H", "C", "O", "N", "N", "H", "H", "H", "H", "O", "H", "H", "O", "H", "H"], "coordinates": [[-0.2193, -0.0834, 0.9752], [0.3264, 2.1863, -2.5788], [0.0841, 3.0705, -3.5588], [1.0731, 1.1927, -3.0229], [1.0199, 2.7836, -1.5893], [-1.3227, 1.3554, -1.9299], [-2.4019, 2.1467, -2.3852], [-1.2991, -0.0094, -2.3804], [-1.0943, 1.2815, -0.2046], [-1.8666, 2.5108, 0.4170], [-1.2988, 2.5994, 1.7503], [-1.9746, 3.7915, -0.3072], [-3.7099, 1.8719, 0.4922], [-4.4863, 2.5744, 1.2532], [-4.2398, 1.7778, -0.7419], [-3.7953, 0.6047, 0.9672], [2.3114, 1.7219, 2.0013], [1.2219, 1.2095, 1.8332], [2.7439, 2.8460, 1.4724], [3.3121, 1.0471, 2.4342], [2.1064, 3.5131, 1.0617], [3.7362, 2.9346, 1.3063], [4.2732, 1.3391, 2.5392], [3.2830, 0.0380, 2.4665], [2.1196, -1.4882, -0.9225], [1.3573, -0.7544, -0.3036], [1.7022, -2.0092, -2.0403], [3.2917, -1.8887, -0.6034], [2.3603, -2.4556, -2.6630], [0.8983, -1.6402, -2.5278], [3.7491, -2.5309, -1.2347], [3.5098, -1.8871, 0.3828], [-1.9452, -2.6240, -0.6539], [-1.5050, -1.7817, 0.1527], [-2.6459, -2.3715, -1.6784], [-1.2648, -3.7392, -0.8430], [-2.8779, -3.0839, -2.3557], [-3.0346, -1.4398, -1.7088], [-1.6997, -4.3851, -1.4863], [-0.4884, -3.9586, -0.2355], [-1.4675, -0.1834, 2.7608], [-1.3685, 0.5600, 3.3556], [-1.9380, -0.8403, 3.2739], [0.9600, -1.6334, 2.1976], [1.9071, -1.7710, 2.2171], [0.5972, -2.3975, 2.6458]], "atomic_forces_ev_per_a": [[1.163, -2.120, 0.291], [0.798, 0.671, -0.053], [-0.159, -1.199, 1.334], [-0.324, 0.039, -0.184], [-0.965, -0.171, -0.385], [1.487, -2.422, -1.066], [-0.294, 1.135, 0.543], [0.578, 0.864, 0.470], [-1.365, 2.445, -2.923], [-0.726, -1.426, 0.593], [-0.623, 1.034, 0.261], [0.404, -0.445, 0.528], [-2.431, -2.280, -0.738], [0.555, 1.295, 0.215], [0.920, 0.838, 0.886], [1.575, 0.823, -0.049], [0.679, 0.578, -2.697], [-3.066, -0.240, 0.376], [-0.560, 2.819, -0.819], [3.806, -4.313, 2.612], [0.229, -0.071, 0.125], [-0.414, 0.444, 0.041], [-0.405, 0.686, -0.011], [-0.580, 0.323, 0.308], [-3.129, 0.689, -1.080], [0.110, 1.288, 1.338], [-1.122, -1.160, -3.913], [3.791, -0.747, 2.350], [-0.174, -0.100, 0.056], [-0.051, 0.166, 0.389], [0.283, 0.020, 0.618], [0.584, -0.022, -0.428], [5.031, 0.610, 0.811], [-0.711, 1.089, 1.491], [-4.449, 2.199, -2.517], [0.617, -2.658, 0.861], [-0.202, 0.536, 0.029], [-0.376, -0.389, -0.507], [0.852, -0.573, 0.431], [-0.469, -0.383, -0.185], [-0.145, 0.235, 0.176], [0.117, 0.394, 0.318], [-0.297, -0.441, -0.044], [-0.318, 0.073, 0.043], [0.127, 0.102, -0.111], [-0.349, -0.237, 0.216]], "mulliken_charge": [1.224, 0.722, -0.181, -0.189, -0.204, 0.675, -0.510, -0.625, -0.105, 0.683, -0.393, -0.275, 0.703, -0.171, -0.167, -0.199, 0.721, -0.444, -0.393, -0.422, 0.201, 0.174, 0.211, 0.130, 0.373, -0.154, -0.388, -0.362, 0.205, 0.164, 0.185, 0.214, 0.662, -0.494, -0.337, -0.420, 0.186, 0.167, 0.162, 0.198, -0.184, 0.253, 0.253, -0.246, 0.148, 0.251], "homo_ha": [-0.526, -0.578], "lumo_ev": [-5.5, -12.3], "s2": 8.768, "spin_multiplicity": 6, "charge": 2}